No. 1
A structure of composition C52H40B2CdN2O6, computed with ωB97M-V/def2-TZVPD.

```
! RIJCOSX wB97M-V def2-TZVPD def2/J DEFGRID3
* xyz -2 1
Cd -0.373 -0.816 0.570
O -1.146 0.571 2.067
C -1.510 1.884 2.135
C -0.864 2.702 0.973
C 0.634 2.629 1.037
C 1.352 3.501 1.855
C 2.714 3.320 1.997
C 3.332 2.305 1.290
C 2.570 1.517 0.432
C 3.234 0.461 -0.401
C 2.999 -0.988 0.140
O 1.704 -1.341 -0.023
C 3.849 -1.992 -0.676
C 3.654 -3.344 -0.379
C 4.294 -4.338 -1.099
C 5.148 -4.004 -2.152
C 5.340 -2.668 -2.465
C 4.694 -1.671 -1.729
C 3.478 -1.028 1.616
C 2.557 -0.837 2.644
C 2.946 -0.867 3.977
C 4.279 -1.080 4.311
C 5.214 -1.250 3.296
C 4.814 -1.225 1.962
N 1.241 1.668 0.327
C -3.051 1.997 2.089
C -3.752 1.283 3.067
C -5.135 1.298 3.113
C -5.857 2.020 2.164
C -5.174 2.714 1.180
C -3.778 2.706 1.146
C -1.052 2.513 3.472
C -1.520 3.749 3.914
C -1.051 4.308 5.098
C -0.104 3.633 5.862
C 0.359 2.393 5.433
C -0.118 1.838 4.248
H -1.184 3.746 1.024
H -1.213 2.238 0.047
H 0.834 4.292 2.385
H 3.285 3.959 2.661
H 4.395 2.120 1.384
H 4.302 0.684 -0.460
H 2.791 0.458 -1.400
H 2.958 -3.595 0.417
H 4.120 -5.380 -0.852
H 5.645 -4.778 -2.724
H 5.990 -2.391 -3.288
H 4.861 -0.635 -2.001
H 1.520 -0.662 2.388
H 2.204 -0.724 4.756
H 4.585 -1.119 5.351
H 6.259 -1.414 3.543
H 5.554 -1.368 1.181
H -3.180 0.694 3.778
H -5.657 0.726 3.874
H -6.942 2.014 2.177
H -5.724 3.251 0.414
H -3.273 3.233 0.347
H -2.262 4.279 3.324
H -1.427 5.271 5.427
H 0.261 4.067 6.787
H 1.100 1.859 6.019
H 0.214 0.870 3.889
O -1.086 -2.536 3.121
B -0.617 -2.657 1.780
O 0.055 -3.909 1.694
C 0.034 -4.470 2.934
C 0.595 -5.653 3.358
C 0.444 -5.983 4.710
C -0.249 -5.148 5.580
C -0.819 -3.950 5.131
C -0.659 -3.640 3.802
H 1.146 -6.288 2.674
H 0.883 -6.900 5.085
H -0.342 -5.423 6.624
H -1.355 -3.285 5.798
O -2.187 -2.291 -2.103
B -1.427 -1.096 -2.025
O -0.170 -1.320 -2.620
C -0.176 -2.612 -3.060
C 0.814 -3.296 -3.722
C 0.528 -4.610 -4.107
C -0.703 -5.191 -3.821
C -1.695 -4.483 -3.131
C -1.401 -3.192 -2.762
H 1.777 -2.836 -3.913
H 1.283 -5.185 -4.631
H -0.898 -6.212 -4.129
H -2.651 -4.928 -2.884
N -1.769 0.176 -1.484
C -3.024 0.496 -1.285
C -4.200 -0.320 -1.335
C -5.121 -0.286 -2.409
C -6.371 -0.873 -2.300
C -6.777 -1.514 -1.130
C -5.860 -1.590 -0.076
C -4.602 -1.029 -0.170
H -4.833 0.206 -3.332
H -7.047 -0.829 -3.147
H -7.759 -1.966 -1.052
H -6.137 -2.102 0.841
H -3.901 -1.104 0.656
*
```

## Properties
frontier orbital gap: 0.185 hartree
HOMO: -0.69 eV
LUMO energy: 4.34 eV


No. 2
A structure of composition C42H37Co2O8P in a non-equilibrium geometry, computed with ωB97M-V/def2-TZVPD.

```
! RIJCOSX wB97M-V def2-TZVPD def2/J DEFGRID3
* xyz 0 1
C -2.792 6.094 -2.268
C -1.953 5.404 -3.320
O -0.724 4.947 -2.812
C -0.038 4.302 -3.810
C 1.262 3.784 -3.444
C 2.096 3.205 -4.438
O 1.849 3.260 -5.636
C 3.366 2.506 -4.055
C 4.485 3.469 -3.670
C 4.105 4.400 -2.507
C 3.091 3.771 -1.548
C 1.625 3.947 -1.995
O -0.513 4.169 -4.934
H -3.749 6.439 -2.663
H -2.988 5.418 -1.437
H -2.259 6.953 -1.862
H -2.466 4.527 -3.740
H -1.720 6.073 -4.162
H 3.156 1.798 -3.249
H 3.673 1.896 -4.912
H 5.381 2.888 -3.414
H 4.773 4.064 -4.547
H 5.013 4.704 -1.970
H 3.675 5.329 -2.897
H 3.325 2.710 -1.411
H 3.207 4.207 -0.547
H 1.310 4.963 -1.726
H 0.970 3.296 -1.405
O -0.352 -6.045 -1.619
C 0.346 -5.762 -0.765
Co 1.467 -5.248 0.572
C 1.461 -6.442 1.929
O 1.467 -7.187 2.791
C 3.099 -5.087 -0.152
O 4.124 -4.933 -0.624
C 1.337 -3.604 1.794
C 0.706 -3.365 0.499
C 1.514 -2.741 -0.567
C 1.010 -2.419 -1.812
C 1.874 -2.086 -2.892
C 1.373 -1.821 -4.135
C 0.006 -1.848 -4.359
C -0.869 -2.160 -3.327
C -0.390 -2.454 -2.078
Co -0.656 -3.296 2.044
C -1.933 -3.796 0.890
O -2.749 -4.053 0.140
C -0.847 -4.483 3.382
O -0.979 -5.198 4.258
P -1.314 -1.296 2.776
C -2.874 -0.960 1.948
C -3.039 0.177 1.189
C -4.235 0.404 0.538
C -5.264 -0.510 0.647
C -5.099 -1.649 1.411
C -3.903 -1.867 2.066
C -1.514 -1.511 4.549
C -2.727 -1.267 5.153
C -2.878 -1.474 6.509
C -1.811 -1.926 7.259
C -0.594 -2.169 6.653
C -0.449 -1.959 5.296
C -0.018 -0.138 2.342
C 0.621 0.582 3.323
C 1.614 1.480 2.983
C 1.960 1.651 1.657
C 1.321 0.922 0.675
C 0.328 0.025 1.021
H 1.920 -2.760 2.145
H 2.575 -2.687 -0.409
H 2.934 -2.130 -2.740
H 2.042 -1.655 -4.962
H -0.377 -1.667 -5.348
H -1.931 -2.224 -3.522
H -1.073 -2.775 -1.304
H -2.224 0.874 1.098
H -4.360 1.282 -0.075
H -6.194 -0.342 0.131
H -5.887 -2.382 1.468
H -3.752 -2.769 2.640
H -3.558 -0.934 4.554
H -3.835 -1.311 6.979
H -1.930 -2.101 8.314
H 0.230 -2.552 7.233
H 0.490 -2.172 4.807
H 0.347 0.431 4.354
H 2.128 2.034 3.751
H 2.728 2.357 1.391
H 1.606 1.037 -0.358
H -0.172 -0.560 0.266
*
```

## Properties
frontier orbital gap: 0.063 hartree
HOMO: -4.89 eV
LUMO energy: -3.18 eV


No. 3
A cluster of 2 separate species, C4H6N3O2 in total in a non-equilibrium geometry, computed with ωB97M-V/def2-TZVPD.

```
! RIJCOSX wB97M-V def2-TZVPD def2/J DEFGRID3
* xyz -1 1
C 0.657 -1.685 -0.344
C -3.467 -0.504 -0.242
C 0.632 -0.316 -0.298
C 0.064 1.325 1.205
N 0.511 -2.139 0.900
N 0.244 -1.225 1.685
N 0.377 -0.084 0.967
O -2.595 -0.073 -1.035
O -4.558 0.014 0.085
H 0.684 -2.294 -1.206
H 0.635 0.475 -0.997
H -3.261 -1.559 0.190
H 0.578 1.596 2.012
H 0.452 1.913 0.386
H -0.957 1.605 1.408
*
```

## Properties
frontier orbital gap: 0.274 hartree
HOMO: -3.95 eV
LUMO energy: 3.50 eV
energy relative to the best compared isomer or geometry (same formula, charge and spin): 44.9 kcal/mol


No. 4
A structure of composition C29H34Cl2N5O6PSV, computed with ωB97M-V/def2-TZVPD.

```
! RIJCOSX wB97M-V def2-TZVPD def2/J DEFGRID3
* xyz 0 4
V 0.202 -0.032 0.127
O -2.647 -1.724 -0.072
C -3.458 -1.078 -0.928
C -4.200 -1.750 -1.895
C -5.055 -1.057 -2.733
C -5.179 0.323 -2.626
C -4.432 0.990 -1.671
C -3.552 0.318 -0.822
C -2.860 1.083 0.220
N -1.747 0.761 0.768
N -1.482 1.559 1.881
C -0.364 1.222 2.470
O 0.435 0.296 2.088
C 0.008 2.003 3.686
C 1.093 1.588 4.451
C 1.471 2.304 5.577
C 0.772 3.445 5.942
C -0.308 3.867 5.176
C -0.691 3.150 4.054
H -4.096 -2.826 -1.979
H -5.628 -1.599 -3.476
H -5.860 0.867 -3.268
H -4.534 2.064 -1.557
H -3.382 1.950 0.626
H 1.631 0.701 4.145
H 2.315 1.972 6.170
H 1.069 4.008 6.818
H -0.852 4.761 5.455
H -1.527 3.465 3.447
Cl 1.293 4.825 -0.533
C 2.396 3.505 -0.322
C 3.769 3.767 -0.282
C 4.679 2.760 -0.101
Cl 6.380 3.135 -0.043
C 4.246 1.426 0.048
C 5.097 0.325 0.293
C 4.559 -0.919 0.477
C 3.166 -1.083 0.382
N 2.350 -0.088 0.102
C 2.857 1.169 -0.025
C 1.873 2.217 -0.191
O 0.627 1.931 -0.212
H 4.110 4.788 -0.385
H 6.164 0.485 0.360
H 5.184 -1.771 0.708
H 2.689 -2.041 0.570
N 2.095 -2.235 -2.300
C 1.484 -3.542 -1.888
P -0.161 -3.079 -1.161
O -0.918 -2.569 -2.340
O 0.176 -2.203 0.026
C -0.836 -4.640 -0.508
N -1.845 -4.314 0.499
H 2.693 -2.318 -3.117
H 2.652 -1.845 -1.534
H 1.364 -1.479 -2.458
H 2.168 -4.044 -1.206
H 1.331 -4.147 -2.779
H -0.008 -5.257 -0.132
H -1.302 -5.167 -1.342
H -1.449 -3.676 1.183
H -2.163 -5.144 0.981
H -2.610 -2.677 -0.252
C -2.212 -0.695 -4.910
C -0.845 -0.166 -4.509
S -0.827 0.284 -2.751
O 0.589 -0.068 -2.267
C -0.835 2.083 -2.890
C 0.437 2.673 -3.469
H -2.181 -1.063 -5.937
H -2.971 0.085 -4.854
H -2.508 -1.507 -4.249
H -0.536 0.693 -5.102
H -0.081 -0.939 -4.589
H -0.996 2.436 -1.872
H -1.728 2.300 -3.486
H 1.304 2.287 -2.936
H 0.420 3.754 -3.337
H 0.553 2.460 -4.533
*
```

## Properties
frontier orbital gap (alpha / beta): 0.210 / 0.251 hartree
HOMO (alpha / beta): -6.05 / -7.16 eV
LUMO energy (alpha / beta): -0.33 / -0.33 eV
<S²>: 3.763
energy relative to the best compared isomer or geometry (same formula, charge and spin): 32.9 kcal/mol


No. 5
A cluster of 2 separate species, C3H8N2O2 in total in a non-equilibrium geometry, computed with ωB97M-V/def2-TZVPD.

```
! RIJCOSX wB97M-V def2-TZVPD def2/J DEFGRID3
* xyz 0 1
C 1.416 -0.752 -0.854
C 0.734 0.525 -0.393
C -0.712 0.300 -0.091
N -0.847 -1.086 1.668
N -1.309 1.519 0.456
O -2.417 1.738 0.019
O -0.675 2.225 1.135
H 1.290 -1.538 -0.046
H 0.854 -1.124 -1.706
H 2.544 -0.551 -1.177
H 0.876 1.230 -1.260
H 1.160 0.959 0.554
H -1.257 -0.386 -0.654
H -1.624 -1.621 1.227
H -0.033 -1.437 1.122
*
```

## Properties
frontier orbital gap (alpha / beta): 0.330 / 0.340 hartree
HOMO (alpha / beta): -9.92 / -10.29 eV
LUMO energy (alpha / beta): -0.95 / -1.05 eV
energy relative to the best compared isomer or geometry (same formula, charge and spin): 168.9 kcal/mol


No. 6
An isolated molecule of C6H10O, computed with ωB97M-V/def2-TZVPD.

```
! RIJCOSX wB97M-V def2-TZVPD def2/J DEFGRID3
* xyz 0 1
C -2.207 0.241 0.070
C -0.794 0.054 0.647
C -0.119 -1.222 0.118
C 1.378 -1.134 0.103
C 1.984 0.039 -0.034
C 1.207 1.318 -0.132
O -0.103 1.276 0.389
H -2.940 0.524 0.833
H -2.570 -0.655 -0.446
H -2.146 1.056 -0.657
H -0.844 -0.048 1.741
H -0.471 -1.450 -0.898
H -0.447 -2.061 0.744
H 1.955 -2.055 0.165
H 3.066 0.107 -0.118
H 1.733 2.119 0.405
H 1.157 1.629 -1.191
*
```

## Properties
SMILES string: C[C@H]1CC=CCO1
frontier orbital gap: 0.379 hartree
HOMO: -9.24 eV
LUMO energy: 1.08 eV
energy relative to the best compared isomer or geometry (same formula, charge and spin): 16.7 kcal/mol


No. 7
The ion C8H6N3O2 with charge +1 in a non-equilibrium geometry, computed with ωB97M-V/def2-TZVPD.

```
! RIJCOSX wB97M-V def2-TZVPD def2/J DEFGRID3
* xyz 1 1
O 5.403 -2.213 -0.277
C 5.145 -1.127 -0.080
N 5.130 0.002 0.426
N 4.477 1.067 0.516
N 3.505 1.330 -0.220
O 2.564 2.285 0.021
C 1.832 1.426 -0.887
C 0.760 0.657 -0.261
C -0.076 -0.084 -1.135
C -1.157 -0.792 -0.695
C -1.442 -0.879 0.694
C -0.630 -0.131 1.553
C 0.475 0.567 1.102
H 1.845 1.504 -1.899
H 0.085 -0.032 -2.134
H -1.634 -1.391 -1.503
H -2.209 -1.425 0.986
H -0.754 -0.255 2.678
H 1.057 1.114 1.786
*
```

## Properties
SMILES string: O=C=N/N=[N+]1/O[C@@H]1c1ccccc1
frontier orbital gap: 0.286 hartree
HOMO: -13.92 eV
LUMO energy: -6.13 eV
energy relative to the best compared isomer or geometry (same formula, charge and spin): 0.0 kcal/mol


No. 8
A cluster of 2 separate species, C17H19NO in total in a non-equilibrium geometry, computed with ωB97M-V/def2-TZVPD.

```
! RIJCOSX wB97M-V def2-TZVPD def2/J DEFGRID3
* xyz 0 1
C -0.830 2.461 2.175
C -0.584 1.020 2.513
C -1.606 0.155 2.807
N -1.191 -1.154 2.711
C 0.142 -1.155 2.398
C 1.018 -2.232 2.315
C 2.344 -1.877 2.244
C 2.844 -0.554 2.147
C 1.931 0.480 2.217
C 0.588 0.179 2.257
H -1.569 2.922 2.829
H -1.505 2.406 1.295
H -0.082 3.213 1.943
H -2.691 0.207 2.999
H -1.618 -1.937 3.170
H 0.767 -3.273 2.174
H 3.078 -2.670 2.141
H 3.920 -0.470 2.117
H 2.446 1.433 2.376
C 1.875 1.444 -1.683
C 1.589 0.281 -2.608
C 0.091 0.009 -2.614
C -0.550 -0.395 -1.436
C -1.884 -0.902 -1.441
C -2.604 -0.813 -2.597
O -3.982 -0.902 -2.694
C -1.984 -0.314 -3.759
C -0.667 0.039 -3.777
H 1.923 1.098 -0.645
H 1.178 2.275 -1.718
H 2.905 1.791 -1.848
H 1.971 0.276 -3.652
H 2.128 -0.606 -2.252
H -0.065 -0.398 -0.463
H -2.045 -1.418 -0.491
H -4.374 -0.941 -1.820
H -2.601 -0.156 -4.620
H -0.304 0.478 -4.711
*
```

## Properties
SMILES string: Cc1c[nH]c2ccccc12.CCc1ccc(O)cc1
frontier orbital gap: 0.316 hartree
HOMO: -7.90 eV
LUMO energy: 0.68 eV
energy relative to the best compared isomer or geometry (same formula, charge and spin): 58.4 kcal/mol


- Number 5 is which compound?
  C3H8N2O2


Copy entry 7 word for word.
The ion C8H6N3O2 with charge +1 in a non-equilibrium geometry, computed with ωB97M-V/def2-TZVPD.

```
! RIJCOSX wB97M-V def2-TZVPD def2/J DEFGRID3
* xyz 1 1
O 5.403 -2.213 -0.277
C 5.145 -1.127 -0.080
N 5.130 0.002 0.426
N 4.477 1.067 0.516
N 3.505 1.330 -0.220
O 2.564 2.285 0.021
C 1.832 1.426 -0.887
C 0.760 0.657 -0.261
C -0.076 -0.084 -1.135
C -1.157 -0.792 -0.695
C -1.442 -0.879 0.694
C -0.630 -0.131 1.553
C 0.475 0.567 1.102
H 1.845 1.504 -1.899
H 0.085 -0.032 -2.134
H -1.634 -1.391 -1.503
H -2.209 -1.425 0.986
H -0.754 -0.255 2.678
H 1.057 1.114 1.786
*
```

## Properties
SMILES string: O=C=N/N=[N+]1/O[C@@H]1c1ccccc1
frontier orbital gap: 0.286 hartree
HOMO: -13.92 eV
LUMO energy: -6.13 eV
energy relative to the best compared isomer or geometry (same formula, charge and spin): 0.0 kcal/mol